Here is one molecule with the formula C6H9NO2 at a distorted geometry from the OMol25 dataset. Energies are from ωB97M-V/def2-TZVPD.

Geometry as XYZ:
```
18
Properties=species:S:1:pos:R:3:nbo_charge:R:1
C -2.489 -0.891 0.197 -0.679
C -1.104 -1.075 -0.235 -0.082
C -0.179 -0.145 -0.253 -0.188
C -0.480 1.357 -0.196 0.658
O -1.510 1.970 -0.079 -0.599
N 0.760 1.959 -0.068 -0.625
C 1.800 0.888 0.266 -0.236
C 1.356 -0.388 -0.388 0.072
O 1.695 -1.582 0.172 -0.685
H -3.224 -1.518 -0.471 0.217
H -2.445 -1.424 1.215 0.231
H -2.842 0.257 0.174 0.269
H -0.894 -2.198 -0.271 0.208
H 0.888 2.861 0.379 0.404
H 2.690 1.278 -0.137 0.199
H 1.818 0.745 1.442 0.191
H 1.583 -0.239 -1.515 0.165
H 2.578 -1.855 -0.228 0.480
```

**Kohn-Sham gap**: 9.8 eV
**ΔE to the lowest compared entry with this formula, charge and spin**: 41.3 kcal per mole
**LUMO level**: 0.51 eV
**2S+1**: 1
**Energy**: -439.2105 Eh